C9H14 | the ωB97M-V functional and the def2-TZVPD basis

**SMILES string**: Cc1ccccc1.CC
**Net charge**: 0
**Strongest force on any atom**: 0.03089 hartree/bohr
**Spin multiplicity**: 1
**Relative energy (zero: lowest compared OMol25 entry of this formula, charge and spin)**: 63.7 kJ/mol
**HOMO**: -8.97 eV
**Electronic energy**: -351.3059 hartree

CARTESIAN COORDINATES (ANGSTROEM)
1 C -1.95 -1.48 0.73
2 C -0.55 -0.92 0.73
3 C 0.55 -1.74 0.46
4 C 1.83 -1.28 0.72
5 C 2.02 -0.05 1.31
6 C 0.93 0.82 1.42
7 C -0.35 0.43 1.05
8 H -2.07 -2.14 1.59
9 H -2.17 -2.02 -0.19
10 H -2.70 -0.70 0.68
11 H 0.22 -2.76 0.30
12 H 2.68 -1.94 0.59
13 H 3.00 0.32 1.58
14 H 1.09 1.89 1.48
15 H -1.19 1.10 1.17
16 C -0.43 1.51 -1.87
17 C -1.19 1.94 -3.13
18 H -0.20 2.35 -1.22
19 H -1.12 0.92 -1.28
20 H 0.45 0.92 -2.12
21 H -1.67 1.11 -3.63
22 H -0.54 2.36 -3.91
23 H -1.90 2.74 -2.91

=====

C9H14 | the ωB97M-V functional and the def2-TZVPD basis

**SMILES string**: Cc1ccccc1.CC
**Net charge**: 0
**Strongest force on any atom**: 0.02730 hartree/bohr
**Spin multiplicity**: 1
**Relative energy (zero: lowest compared OMol25 entry of this formula, charge and spin)**: 40.5 kJ/mol
**HOMO**: -9.03 eV
**Electronic energy**: -351.3148 hartree

CARTESIAN COORDINATES (ANGSTROEM)
1 C 0.04 1.51 -2.85
2 C -0.64 1.22 -1.54
3 C -0.83 -0.08 -1.10
4 C -1.48 -0.36 0.11
5 C -2.09 0.69 0.76
6 C -1.98 2.01 0.31
7 C -1.21 2.27 -0.80
8 H 0.94 0.93 -2.93
9 H 0.35 2.54 -3.00
10 H -0.64 1.27 -3.68
11 H -0.50 -0.87 -1.76
12 H -1.47 -1.38 0.44
13 H -2.60 0.48 1.68
14 H -2.60 2.74 0.80
15 H -1.06 3.28 -1.15
16 C 1.30 -2.35 2.03
17 C 2.66 -1.70 1.62
18 H 1.49 -2.98 2.91
19 H 0.54 -1.66 2.36
20 H 0.90 -2.95 1.23
21 H 2.58 -0.61 1.60
22 H 2.89 -2.03 0.62
23 H 3.41 -1.97 2.36